{"formula": "CH4BBr", "method": "wB97M-V/def2-TZVPD", "de_lowest_kj_mol": 200.1, "e_tot_ev": -71819.252, "e_homo_ev": -10.34, "smiles": "BCBr", "homo_lumo_gap_ev": 9.9201, "species": ["B", "C", "Br", "H", "H", "H", "H"], "xyz": [[0.59128, -0.78049, -0.03319], [-0.13885, 0.67011, -0.09658], [-2.16690, 0.06815, -0.13987], [1.39173, -1.25195, -0.70268], [0.44623, -1.31807, 1.00099], [-0.17471, 1.43248, -0.85540], [0.05122, 1.17978, 0.82673]]}